ORCA calculation (wB97M-V/def2-TZVPD) on a molecular structure, C3H4Br6Cl2 in a non-equilibrium geometry.

```
15
Properties=species:S:1:pos:R:3:forces:R:3
C -6.17943 4.88255 0.58105 0.47 1.30 0.36
Cl -4.87621 6.24587 0.51696 -1.39 -1.32 0.19
Cl -6.44191 4.26068 2.25955 0.52 0.15 -1.27
H -7.14253 5.30581 0.29576 0.40 0.19 -0.02
H -5.84234 4.17894 -0.18013 0.01 -0.33 0.73
C 0.58270 1.50564 0.75367 -0.09 0.54 0.40
Br 0.01579 2.45158 2.42377 0.52 -0.57 -1.05
Br 1.89756 2.60158 -0.27222 -1.06 -0.80 0.62
Br -1.00456 0.95679 -0.22142 0.53 0.34 -0.02
H 1.06216 0.56884 1.03761 0.10 0.49 0.04
C 5.52550 -6.73316 -1.39244 0.53 1.12 -0.36
Br 5.83396 -6.47292 -3.35490 -0.16 -0.28 1.44
Br 4.13560 -5.37417 -0.80539 1.42 -1.26 -0.25
Br 7.31616 -6.64538 -0.39998 -1.92 0.05 -0.85
H 5.11759 -7.73267 -1.24182 0.12 0.37 0.03
```
Forces are in eV/Å.

* HOMO level: -10.40 eV
* relative energy (zero: lowest compared OMol25 entry of this formula, charge and spin): 21.2 kJ/mol